Density functional theory data (ωB97M-V/def2-TZVPD) for C26H39IrN5O4P2Se2 as an isolated structure.

Calculated values
E_HOMO (alpha / beta)	-11.43 / -11.43	eV
energy above the lowest of the compared OMol25 structures with the same formula, charge and spin	121.5	kJ/mol
DFT total energy	-7178.72958	hartree
gap between HOMO and LUMO (alpha / beta)	0.264 / 0.256	Eh

The geometry in ORCA input format:
```
! RIJCOSX wB97M-V def2-TZVPD def2/J DEFGRID3
* xyz 1 1
Ir 0.27 0.10 -0.59
Se -1.90 1.61 -1.09
P -2.10 0.40 -2.87
Se -0.43 -1.00 -2.76
C -3.69 -0.44 -2.91
C -4.84 0.35 -2.99
C -6.08 -0.26 -3.03
C -6.18 -1.65 -3.00
C -5.04 -2.43 -2.91
C -3.79 -1.83 -2.87
C -2.03 1.34 -4.41
C -2.24 0.63 -5.59
C -2.14 1.29 -6.81
C -1.84 2.65 -6.83
C -1.65 3.35 -5.65
C -1.73 2.69 -4.43
H -4.76 1.43 -3.01
H -6.98 0.34 -3.09
H -7.15 -2.12 -3.04
H -5.11 -3.51 -2.88
H -2.89 -2.43 -2.80
H -2.47 -0.43 -5.57
H -2.30 0.75 -7.73
H -1.76 3.17 -7.78
H -1.41 4.41 -5.68
H -1.58 3.23 -3.50
C 3.95 0.54 -0.39
N 3.20 -0.18 0.65
C 3.50 0.22 2.01
P 2.63 -1.66 0.20
O 1.74 -1.52 -1.02
N 3.91 -2.61 -0.20
C 5.20 -2.54 0.47
C 3.61 -3.90 -0.84
N 1.79 -2.29 1.48
C 2.52 -2.97 2.55
C 0.39 -2.69 1.38
H 4.96 0.75 -0.06
H 3.45 1.48 -0.62
H 4.00 -0.06 -1.30
H 4.56 0.09 2.25
H 2.91 -0.35 2.71
H 3.26 1.28 2.14
H 5.33 -1.56 0.92
H 5.99 -2.69 -0.27
H 5.31 -3.30 1.24
H 2.70 -3.81 -1.42
H 3.49 -4.70 -0.10
H 4.43 -4.17 -1.50
H 3.55 -2.64 2.59
H 2.50 -4.05 2.42
H 2.05 -2.74 3.51
H -0.10 -2.20 0.55
H -0.14 -2.40 2.29
H 0.30 -3.78 1.24
C -2.37 3.19 2.66
C -1.94 2.31 3.83
C -0.54 1.65 3.68
C -0.18 0.93 4.99
C 1.13 0.16 4.90
C 0.46 2.76 3.43
O 0.86 3.51 4.28
N 0.91 2.90 2.11
C 0.63 2.01 1.13
O 1.10 2.12 -0.03
N -0.11 0.93 1.33
C -0.66 0.61 2.56
O -1.24 -0.43 2.74
H -3.38 3.56 2.83
H -2.37 2.65 1.72
H -1.72 4.06 2.56
H -2.66 1.50 3.96
H -1.93 2.90 4.75
H -0.99 0.25 5.24
H -0.10 1.69 5.77
H 1.09 -0.58 4.10
H 1.32 -0.38 5.84
H 1.98 0.83 4.73
H 1.52 3.67 1.89
*
```